(1)
Molecular formula: C34H99N7O13
Method: DFT, ωB97M-V/def2-TZVPD

Results
SMILES: COC[C@H](C)N.COC[C@H](C)N.COC[C@H](C)N.COC[C@H](C)N.COC[C@H](C)N.COC[C@H](C)N.COC[C@H](C)N.OCCO.CO.CO.CO.CO
Kohn-Sham gap, eV: 9.4031
Total charge: 0
Relative energy (zero: lowest compared OMol25 entry of this formula, charge and spin), kcal/mol: 0.0
HOMO energy, eV: -8.9

Last columns: bonded neighbours and bond lengths (Å).
Geometry (Å):
1 C 3.316 2.584 -2.039  H53 1.091, O100 1.412, H105 1.100, C107 1.520
2 H -5.068 3.887 2.905  C50 1.101
3 C 1.080 1.967 -2.493  H83 1.091, H84 1.100, H95 1.085, O100 1.416
4 H 2.806 3.292 -4.342  N134 1.020
5 H -2.484 4.029 3.563  C91 1.096
6 H -0.639 -2.905 1.226  N93 1.020
7 C -0.776 -4.439 -2.560  C41 1.528, O102 1.432, H117 1.089, H136 1.096
8 H -1.443 -5.392 3.850  C124 1.088
9 H -4.860 -1.439 -3.111  C64 1.095
10 O 3.361 -1.811 1.385  C75 1.430, C90 1.411
11 H -3.740 1.491 -1.380  C130 1.095
12 C -0.743 5.354 1.460  N37 1.478, H40 1.094, C82 1.509, C98 1.534
13 O 0.024 -3.137 -0.655  H32 0.984, C41 1.420
14 H -0.869 0.774 -4.723  C55 1.096
15 H -0.663 -6.282 -3.159  O102 0.960
16 H -2.540 -4.147 3.228  C124 1.094
17 O -1.369 -0.803 -1.177  H30 0.976, C110 1.416
18 C 5.382 1.648 -3.079  H36 1.093, H63 1.098, H89 1.088, C107 1.527
19 O 4.753 -1.828 -3.664  C60 1.429, C146 1.413
20 H 2.556 -0.734 -2.965  C77 1.087
21 H -4.329 -2.510 2.110  O80 0.962
22 H 7.317 -0.398 2.883  N137 1.013
23 H -4.967 2.963 -3.769  C125 1.092
24 O -3.852 2.455 3.766  C50 1.402, C91 1.412
25 O 1.132 -5.134 3.749  C49 1.407, C133 1.402
26 N -5.826 3.172 -1.897  H71 1.022, C125 1.469, H147 1.019
27 H 5.051 -2.875 1.470  C90 1.098
28 H 4.438 -2.539 3.026  C90 1.102
29 H -7.222 1.935 0.982  N86 1.017
30 H -0.907 -1.616 -0.896  O17 0.976
31 H -2.362 2.994 5.019  C91 1.086
32 H 0.993 -3.223 -0.804  O13 0.984
33 H -1.544 -4.474 -0.576  C41 1.093
34 H 1.648 7.633 4.315  C52 1.089
35 H -5.798 0.482 -2.201  C112 1.104
36 H 5.900 2.415 -2.497  C18 1.093
37 N -0.852 6.440 0.463  C12 1.478, H113 1.024, H138 1.023
38 H -6.276 1.686 3.071  C97 1.099
39 H 2.743 6.708 3.304  C52 1.097
40 H -1.581 5.463 2.154  C12 1.094
41 C -0.564 -4.368 -1.049  C7 1.528, O13 1.420, H33 1.093, H131 1.094
42 H 6.488 -0.860 0.232  C46 1.092
43 H -0.222 0.439 0.162  C110 1.095
44 H 2.708 -0.677 3.028  C75 1.089
45 H 3.724 2.391 -5.294  N134 1.016
46 C 5.769 -0.242 0.773  H42 1.092, H79 1.092, H127 1.091, C150 1.516
47 H -3.342 -2.436 -0.547  C118 1.093
48 H -3.132 3.037 -2.023  C130 1.092
49 C 0.897 -4.043 2.893  O25 1.407, H108 1.099, H119 1.102, C132 1.522
50 C -4.562 2.941 2.659  H2 1.101, O24 1.402, C97 1.515, H135 1.100
51 H -6.849 3.396 1.471  N86 1.019
52 C 1.752 6.692 3.777  H34 1.089, H39 1.097, O106 1.409, H129 1.093
53 H 3.919 3.439 -1.729  C1 1.091
54 H -1.223 -0.594 -5.773  C55 1.090
55 C -1.300 -0.234 -4.748  H14 1.096, H54 1.090, H69 1.092, O81 1.420
56 H 3.235 -0.707 -1.358  C77 1.094
57 H 6.179 -1.152 -4.907  C146 1.089
58 H 6.727 -1.380 -3.235  C146 1.096
59 H 6.493 -2.800 -4.299  C146 1.094
60 C 4.542 -2.672 -2.530  O19 1.429, H68 1.097, C72 1.528, H104 1.097
61 C -5.050 0.630 1.735  C97 1.520, H103 1.092, H109 1.095, H145 1.090
62 H 0.504 4.613 3.047  C82 1.101
63 H 5.530 0.768 -2.438  C18 1.098
64 C -5.225 -1.031 -4.060  H9 1.095, H115 1.098, H121 1.088, O149 1.410
65 H 2.969 -2.814 -0.197  N140 1.023
66 H 2.624 -6.392 4.365  C133 1.087
67 H 1.499 -1.085 1.790  C75 1.090
68 H 5.080 -2.264 -1.667  C60 1.097
69 H -2.357 -0.174 -4.480  C55 1.092
70 H 6.621 -1.650 3.684  N137 1.012
71 H -5.984 2.667 -1.022  N26 1.022
72 C 3.042 -2.684 -2.240  C60 1.528, C77 1.520, H116 1.091, N140 1.480
73 H -4.207 -3.801 0.182  C118 1.090
74 H -3.670 4.226 4.818  C91 1.097
75 C 2.536 -0.794 1.958  O10 1.430, H44 1.089, H67 1.090, H96 1.095
76 H -0.558 -3.120 4.141  C132 1.096
77 C 2.558 -1.261 -2.014  H20 1.087, H56 1.094, C72 1.520, H114 1.090
78 H -2.987 1.533 -2.944  C130 1.091
79 H 6.179 0.767 0.843  C46 1.092
80 O -3.667 -2.243 1.465  H21 0.962, C118 1.422
81 O -0.598 -1.127 -3.895  C55 1.420, H99 0.972
82 C 0.551 5.357 2.236  C12 1.509, H62 1.101, H92 1.101, O106 1.417
83 H 1.373 1.075 -1.935  C3 1.091
84 H 1.194 1.660 -3.543  C3 1.100
85 H -1.639 -5.130 2.104  C124 1.094
86 N -6.417 2.538 1.131  H29 1.017, H51 1.019, C97 1.476
87 H -1.738 -2.172 2.145  N93 1.022
88 H -4.971 -2.166 -0.166  C118 1.096
89 H 5.825 1.385 -4.037  C18 1.088
90 C 4.584 -2.063 2.043  O10 1.411, H27 1.098, H28 1.102, C150 1.531
91 C -3.045 3.472 4.323  H5 1.096, O24 1.412, H31 1.086, H74 1.097
92 H 1.430 5.100 1.625  C82 1.101
93 N -0.759 -2.467 2.139  H6 1.020, H87 1.022, C132 1.471
94 H -0.075 -1.087 3.290  O144 0.974
95 H 0.051 2.279 -2.345  C3 1.085
96 H 2.701 0.156 1.441  C75 1.095
97 C -5.623 1.949 2.227  H38 1.099, C50 1.515, C61 1.520, N86 1.476
98 C -0.937 4.022 0.726  C12 1.534, H128 1.087, H139 1.096, H143 1.094
99 H -0.795 -0.856 -2.983  O81 0.972
100 O 1.977 3.014 -2.172  C1 1.412, C3 1.416
101 H -1.574 0.847 3.700  C151 1.100
102 O -1.375 -5.696 -2.894  C7 1.432, H15 0.960
103 H -4.421 0.135 2.478  C61 1.092
104 H 4.888 -3.674 -2.812  C60 1.097
105 H 3.367 1.841 -1.229  C1 1.100
106 O 0.741 6.644 2.797  C52 1.409, C82 1.417
107 C 3.914 1.998 -3.308  C1 1.520, C18 1.527, H126 1.096, N134 1.476
108 H 1.609 -3.230 3.094  C49 1.099
109 H -4.357 0.800 0.904  C61 1.095
110 C -1.233 0.176 -0.163  O17 1.416, H43 1.095, H122 1.097, H152 1.090
111 H -0.754 0.849 5.237  C151 1.091
112 C -5.728 1.069 -3.134  H35 1.104, C125 1.509, O149 1.414, H153 1.099
113 H -0.149 6.244 -0.255  N37 1.024
114 H 1.562 -1.252 -1.571  C77 1.090
115 H -6.286 -1.298 -4.154  C64 1.098
116 H 2.515 -3.194 -3.047  C72 1.091
117 H -1.398 -3.628 -2.935  C7 1.089
118 C -4.095 -2.716 0.195  H47 1.093, H73 1.090, O80 1.422, H88 1.096
119 H 1.025 -4.315 1.833  C49 1.102
120 H 3.187 -4.857 3.678  C133 1.099
121 H -4.707 -1.459 -4.916  C64 1.088
122 H -1.758 -0.156 0.742  C110 1.097
123 H -1.658 -0.589 4.705  C151 1.096
124 C -1.573 -4.635 3.078  H8 1.088, H16 1.094, H85 1.094, C132 1.529
125 C -5.036 2.379 -2.848  H23 1.092, N26 1.469, C112 1.509, C130 1.532
126 H 3.419 1.049 -3.543  C107 1.096
127 H 4.858 -0.190 0.176  C46 1.091
128 H -1.793 4.094 0.059  C98 1.087
129 H 1.671 5.849 4.467  C52 1.093
130 C -3.639 2.105 -2.282  H11 1.095, H48 1.092, H78 1.091, C125 1.532
131 H 0.079 -5.200 -0.747  C41 1.094
132 C -0.517 -3.531 3.126  C49 1.522, H76 1.096, N93 1.471, C124 1.529
133 C 2.427 -5.647 3.598  O25 1.402, H66 1.087, H120 1.099, H142 1.099
134 N 3.757 2.935 -4.437  H4 1.020, H45 1.016, C107 1.476
135 H -3.914 3.127 1.790  C50 1.100
136 H 0.208 -4.365 -3.036  C7 1.096
137 N 6.759 -1.236 2.771  H22 1.013, H70 1.012, C150 1.464
138 H -0.403 7.245 0.909  N37 1.023
139 H -0.011 3.812 0.179  C98 1.096
140 N 2.761 -3.426 -0.990  H65 1.023, C72 1.480, H141 1.015
141 H 3.353 -4.243 -0.880  N140 1.015
142 H 2.570 -6.105 2.609  C133 1.099
143 H -1.055 3.174 1.406  C98 1.094
144 O 0.183 -0.280 3.770  H94 0.974, C151 1.409
145 H -5.840 -0.066 1.451  C61 1.090
146 C 6.115 -1.806 -4.039  O19 1.413, H57 1.089, H58 1.096, H59 1.094
147 H -5.182 3.877 -1.538  N26 1.019
148 H 4.928 -0.145 2.774  C150 1.098
149 O -5.005 0.360 -4.120  C64 1.410, C112 1.414
150 C 5.498 -0.839 2.141  C46 1.516, C90 1.531, N137 1.464, H148 1.098
151 C -0.986 0.214 4.381  H101 1.100, H111 1.091, H123 1.096, O144 1.409
152 H -1.733 1.089 -0.486  C110 1.090
153 H -6.777 1.184 -3.443  C112 1.099

=====

(2)
Molecular formula: C26H45N3O12
Method: DFT, ωB97M-V/def2-TZVPD

Results
SMILES: C[C@H]1COC(=O)O1.C[C@H]1COC(=O)O1.COC(=O)OC.COC(=O)OC.CCCC#N.CCCC#N.CCCC#N
Kohn-Sham gap, eV: 9.9668
Total charge: 0
Relative energy (zero: lowest compared OMol25 entry of this formula, charge and spin), kcal/mol: 37.9
HOMO energy, eV: -9.8

Last columns: bonded neighbours and bond lengths (Å).
Geometry (Å):
1 C -0.731 -2.171 -3.408  H23 1.059, O53 1.401, H57 1.087, H68 1.061
2 H -1.349 -3.383 0.744  C20 1.053
3 H 1.288 1.071 -0.886  C65 1.062
4 H -0.381 3.622 -0.547  C26 1.081
5 C -3.535 -2.491 1.179  C6 1.506, H56 1.093, H73 1.123, H77 1.068
6 C -2.304 -1.632 1.297  C5 1.506, O11 1.497, C20 1.440, H31 1.116
7 O -2.669 5.966 1.645  C27 1.342, C81 1.424
8 C 2.694 -4.571 2.772  H33 1.008, O35 1.349, C55 1.502, C85 1.506
9 H 3.865 -3.941 -2.828  C25 1.118
10 C 0.257 3.015 -3.828  H45 1.068, C47 1.500, C69 1.498, H76 1.066
11 O -2.421 -0.404 0.449  C6 1.497, C13 1.316
12 H 2.935 0.059 -2.444  C44 1.103
13 C -1.467 -0.539 -0.448  O11 1.316, O38 1.244, O64 1.267
14 C -5.034 1.539 3.896  C40 1.499, H52 1.054, H54 1.132, H63 1.016
15 H 0.597 1.176 -2.947  C47 1.143
16 O -1.105 4.356 1.246  C26 1.401, C27 1.325
17 H 2.675 1.804 -0.116  C65 1.113
18 H 2.242 0.128 -4.837  C80 1.135
19 C 2.682 -3.708 0.710  O35 1.361, O48 1.216, O84 1.379
20 C -1.161 -2.348 0.793  H2 1.053, C6 1.440, O64 1.391, H70 1.075
21 H -3.320 0.297 3.938  C40 1.039
22 H -3.303 2.568 2.106  C30 1.074
23 H -0.650 -2.651 -4.349  C1 1.059
24 H -1.719 1.809 2.762  C30 1.148
25 C 3.778 -3.122 -3.584  H9 1.118, O37 1.416, H61 1.106, H62 1.137
26 C -0.676 3.293 0.440  H4 1.081, O16 1.401, H51 1.013, H79 1.107
27 C -2.285 4.883 0.952  O7 1.342, O16 1.325, O86 1.385
28 C -2.740 3.288 4.057  C30 1.515, N59 1.208
29 H -3.137 7.186 0.205  C81 1.086
30 C -2.766 2.230 2.973  H22 1.074, H24 1.148, C28 1.515, C40 1.511
31 H -2.187 -1.329 2.365  C6 1.116
32 H 1.861 1.603 -5.810  C80 1.095
33 H 1.936 -4.612 3.435  C8 1.008
34 H 3.886 -5.440 4.288  C85 1.098
35 O 2.286 -4.745 1.498  C8 1.349, C19 1.361
36 O 1.191 -3.953 -3.214  C67 1.399
37 O 2.735 -2.193 -3.351  C25 1.416, C67 1.289
38 O -1.200 0.319 -1.309  C13 1.244
39 C 1.188 -0.053 1.519  C43 1.449, N72 1.156
40 C -3.685 1.110 3.403  C14 1.499, H21 1.039, C30 1.511, H60 1.071
41 H 1.677 -1.162 -0.102  C43 1.033
42 H -4.490 6.208 0.773  C81 1.040
43 C 2.071 -0.356 0.411  C39 1.449, H41 1.033, C65 1.560, H71 1.077
44 C 3.326 0.736 -1.666  H12 1.103, C65 1.543, H78 1.081, H82 1.106
45 H 0.279 3.521 -4.768  C10 1.068
46 H 2.560 -2.654 3.340  C55 1.106
47 C 0.552 1.557 -4.024  C10 1.500, H15 1.143, H75 1.115, C80 1.571
48 O 2.340 -3.545 -0.446  C19 1.216
49 H -3.955 7.624 1.701  C81 1.091
50 H 3.263 -6.717 3.133  C85 1.125
51 H 0.176 2.966 0.879  C26 1.013
52 H -5.599 1.891 3.079  C14 1.054
53 O 0.554 -1.659 -3.187  C1 1.401, C67 1.340
54 H -5.050 2.338 4.698  C14 1.132
55 C 3.367 -3.230 2.850  C8 1.502, H46 1.106, H83 1.096, O84 1.416
56 H -4.372 -1.809 1.349  C5 1.093
57 H -1.098 -2.851 -2.643  C1 1.087
58 H 4.577 -5.602 2.656  C85 1.121
59 N -2.702 4.149 4.903  C28 1.208
60 H -3.895 0.615 2.477  C40 1.071
61 H 3.687 -3.555 -4.598  C25 1.106
62 H 4.774 -2.573 -3.601  C25 1.137
63 H -5.386 0.708 4.363  C14 1.016
64 O -0.815 -1.620 -0.341  C13 1.267, C20 1.391
65 C 2.272 0.860 -0.546  H3 1.062, H17 1.113, C43 1.560, C44 1.543
66 H 2.722 1.801 -4.333  C80 1.134
67 C 1.515 -2.592 -3.228  O36 1.399, O37 1.289, O53 1.340
68 H -1.404 -1.352 -3.452  C1 1.061
69 C 1.300 3.539 -2.889  C10 1.498, N74 1.126
70 H -0.451 -2.214 1.589  C20 1.075
71 H 3.074 -0.588 0.726  C43 1.077
72 N 0.396 0.199 2.322  C39 1.156
73 H -3.636 -2.855 0.121  C5 1.123
74 N 2.039 4.027 -2.194  C69 1.126
75 H -0.379 1.153 -4.486  C47 1.115
76 H -0.656 3.094 -3.283  C10 1.066
77 H -3.634 -3.222 1.952  C5 1.068
78 H 4.140 0.243 -1.154  C44 1.081
79 H -1.401 2.460 0.366  C26 1.107
80 C 1.876 1.201 -4.792  H18 1.135, H32 1.095, C47 1.571, H66 1.134
81 C -3.675 6.787 1.060  O7 1.424, H29 1.086, H42 1.040, H49 1.091
82 H 3.629 1.737 -2.027  C44 1.106
83 H 4.265 -3.088 3.462  C55 1.096
84 O 3.424 -2.845 1.489  C19 1.379, C55 1.416
85 C 3.624 -5.657 3.244  C8 1.506, H34 1.098, H50 1.125, H58 1.121
86 O -3.136 4.296 0.031  C27 1.385

=====

(3)
Molecular formula: C4H22BO19
Method: DFT, ωB97M-V/def2-TZVPD

Results
Kohn-Sham gap, eV: 10.5934
Total charge: -1
Relative energy (zero: lowest compared OMol25 entry of this formula, charge and spin), kcal/mol: 17.3
HOMO energy, eV: -8.4

Last columns: bonded neighbours and bond lengths (Å).
Geometry (Å):
1 O 0.078 -0.837 0.696  B6 1.475, C37 1.309
2 H -5.395 2.557 0.724  O7 0.964
3 H 0.230 -1.943 -3.030  O21 0.971
4 O -5.118 -1.400 -3.080  H11 0.967, H38 0.963
5 O -4.019 0.647 -0.463  C46 1.196
6 B -0.615 0.246 -0.027  O1 1.475, O16 1.485, O17 1.474, O24 1.462
7 O -5.733 2.344 1.602  H2 0.964, H23 0.963
8 O -2.866 -2.017 -5.240  H12 0.962, H31 0.970
9 O 4.761 0.580 0.146  H32 0.965, H33 0.965
10 H 2.739 -2.614 4.585  O35 0.963
11 H -4.784 -0.529 -2.824  O4 0.967
12 H -3.339 -1.907 -6.070  O8 0.962
13 H 2.961 4.275 0.785  O27 0.963
14 H 1.985 -2.907 3.296  O35 0.967
15 O -2.501 -0.234 -2.865  C42 1.189
16 O 0.142 1.479 0.306  B6 1.485, C18 1.315
17 O -2.001 0.318 0.468  B6 1.474, C46 1.318
18 C 1.168 1.154 1.061  O16 1.315, O19 1.201, C37 1.527
19 O 2.029 1.899 1.445  C18 1.201
20 O 1.822 0.370 -3.449  H22 0.961, H34 0.971
21 O 1.112 -2.337 -2.934  H3 0.971, H36 0.963
22 H 1.707 0.702 -2.555  O20 0.961
23 H -6.655 2.620 1.586  O7 0.963
24 O -0.768 0.040 -1.466  B6 1.462, C42 1.327
25 H -2.430 -2.599 1.951  O28 0.963
26 H 4.880 -1.305 1.305  O43 0.969
27 O 3.594 4.722 1.358  H13 0.963, H29 0.974
28 O -3.224 -2.058 1.885  H25 0.963, H44 0.969
29 H 3.315 4.477 2.258  O27 0.974
30 O 2.090 -0.967 1.707  C37 1.198
31 H -3.482 -1.690 -4.566  O8 0.970
32 H 3.853 0.755 0.424  O9 0.965
33 H 5.273 1.273 0.580  O9 0.965
34 H 1.594 -0.572 -3.387  O20 0.971
35 O 2.362 -3.337 4.074  H10 0.963, H14 0.967
36 H 0.957 -3.223 -2.591  O21 0.963
37 C 1.161 -0.361 1.256  O1 1.309, C18 1.527, O30 1.198
38 H -4.482 -2.015 -2.701  O4 0.963
39 O 2.605 3.492 3.773  H41 0.965, H45 0.962
40 H 3.777 -2.319 1.608  O43 0.965
41 H 1.727 3.616 3.393  O39 0.965
42 C -2.055 0.015 -1.791  O15 1.189, O24 1.327, C46 1.536
43 O 4.737 -2.221 1.586  H26 0.969, H40 0.965
44 H -2.913 -1.214 1.526  O28 0.969
45 H 2.568 2.625 4.190  O39 0.962
46 C -2.852 0.399 -0.535  O5 1.196, O17 1.318, C42 1.536